# 1
C15H17F6IrN3O6S2 | wB97M-V/def2-TZVPD

Last column: Löwdin spin population.
Geometry (Å):
Ir1 -0.57792 0.14660 0.38585  1.416
F1 -0.42005 -4.90499 1.40607  0.002
C1 -1.20851 -3.95492 1.86101  0.003
F2 -2.27376 -4.47278 2.44675  0.001
F3 -0.55282 -3.19307 2.73292  0.005
S1 -1.75073 -2.90443 0.42300  0.030
O1 -0.59976 -1.99515 0.24210  0.035
O2 -2.06512 -3.77732 -0.64448  0.012
N1 -3.03782 -2.08609 0.89031  0.187
S2 -2.91780 -1.13979 2.15175  0.389
O3 -4.07889 -0.31546 2.33475  0.265
O4 -1.60683 -0.35865 2.04962  0.193
C2 -1.74536 0.14010 4.96063  0.569
F4 -2.39573 1.05355 5.64604  0.130
F5 -2.20303 -1.07394 5.21541  0.136
F6 -0.44710 0.21007 5.16086  0.124
O5 0.42040 0.75064 -1.03448  0.339
C3 1.17458 1.84867 -1.24213  0.011
C4 2.11297 1.76885 -2.26687  0.036
C5 2.91149 2.86056 -2.53926  -0.008
C6 2.76372 4.03968 -1.81077  0.041
C7 1.82197 4.11848 -0.80515  -0.003
C8 1.01665 3.01979 -0.49740  0.037
C9 -0.00838 3.07818 0.52862  0.001
N2 -0.77632 2.06531 0.92568  0.010
C10 -1.67307 2.54669 1.86893  0.012
C11 -1.42819 3.86417 2.03970  0.010
N3 -0.38795 4.17819 1.19796  0.006
H1 2.19260 0.83799 -2.81217  0.001
H2 3.65479 2.79994 -3.32211  -0.001
H3 3.38369 4.89642 -2.03356  0.002
H4 1.71979 5.04616 -0.25660  -0.001
H5 -2.41824 1.92656 2.33000  0.004
H6 -1.89501 4.59070 2.67946  0.001
H7 0.02161 5.09073 1.08881  0.000
C12 -1.19005 -1.51297 -3.20230  0.001
C13 0.06949 -2.33629 -3.02627  0.000
O6 0.91278 -1.68129 -2.08966  0.002
C14 2.01694 -2.47293 -1.68463  0.000
C15 2.65334 -1.86279 -0.45510  0.000
H8 -1.70316 -1.78859 -4.12305  0.000
H9 -0.93410 -0.45406 -3.26341  0.000
H10 -1.89430 -1.65982 -2.38218  0.001
H11 0.58846 -2.43161 -3.98792  0.000
H12 -0.15901 -3.34796 -2.67341  0.000
H13 2.75529 -2.51346 -2.49595  0.000
H14 1.68972 -3.50147 -1.49111  0.000
H15 2.98766 -0.84321 -0.65612  0.000
H16 3.52256 -2.44881 -0.15616  0.000
H17 1.95852 -1.84620 0.38599  0.000

Summary:
Expectation value of S²   6.019
Calculated total energy   -73388.4278 eV
Spin multiplicity   5
Charge   +1

---

# 2
C3H7N4 | wB97M-V/def2-TZVPD

Last column: natural (NBO) charge in e.
Geometry (Å):
C1 1.72999 -1.24109 0.01832  0.081
C2 0.50083 1.61086 0.28620  -0.128
C3 -1.84069 -0.32263 -0.08084  -0.445
N1 0.38149 -1.46475 0.10677  -0.040
N2 2.15983 -0.02029 0.06775  -0.032
N3 1.49212 0.96983 -0.09204  -0.066
N4 -0.41165 -0.55396 -0.24390  -0.204
H1 2.32378 -2.06420 0.04880  0.236
H2 0.11415 1.55808 1.34169  0.207
H3 0.22401 2.54246 -0.22473  0.241
H4 -2.23155 -1.09181 0.67005  0.260
H5 -1.94182 0.62777 0.35651  0.237
H6 -2.28864 -0.54804 -1.17662  0.267
H7 -0.21184 -0.00221 -1.07796  0.388

Summary:
Calculated total energy   -9172.1659 eV
SMILES string   C=N/N=C\N=[NH+]\C
Charge   +1
ΔE to the lowest compared entry with this formula, charge and spin   612.7 kJ/mol

---

# 3
C24H34N2O12Pb | wB97M-V/def2-TZVPD

Last column: Löwdin charge in e.
Geometry (Å):
Pb1 -0.20379 -0.24894 -0.77917  1.654
C1 0.96047 4.09459 1.33555  -0.031
C2 1.52305 2.86093 0.90339  -0.337
C3 3.09891 2.75282 0.87298  -0.365
O1 3.66357 1.81572 0.26813  -0.080
C4 3.88803 3.79824 1.44296  -0.031
C5 3.27787 4.85663 2.11938  -0.407
C6 1.74352 4.95023 2.09749  -0.403
O2 1.21209 5.86144 2.77913  -0.047
O3 4.02593 5.73872 2.60949  -0.056
O4 0.82162 1.86272 0.58282  -0.156
H1 -0.10815 4.25266 1.28537  0.088
H2 4.95906 3.66654 1.45780  0.090
C7 -0.78933 -3.37719 -4.26405  -0.014
C8 -0.88976 -2.51184 -3.13656  -0.345
C9 -1.59531 -3.07929 -1.83506  -0.347
O5 -1.56216 -2.32833 -0.81996  -0.188
C10 -2.10655 -4.39303 -1.84410  -0.022
C11 -2.02740 -5.15755 -2.98661  -0.392
C12 -1.29694 -4.67054 -4.21935  -0.387
O6 -1.18938 -5.34493 -5.28051  -0.034
O7 -2.43507 -6.35215 -2.91345  -0.037
O8 -0.43551 -1.34062 -3.09933  -0.157
H3 -0.20658 -3.01051 -5.09606  0.097
H4 -2.47138 -4.79398 -0.91057  0.102
C13 -1.68081 -2.29238 5.07942  -0.115
O9 -1.46350 -1.49262 3.95018  -0.214
C14 -0.95131 -0.20005 4.21046  -0.219
C15 -0.63176 0.58434 2.95669  -0.198
N1 -1.48419 0.30066 1.79879  -0.074
C16 -2.47529 1.36014 1.65764  -0.204
C17 -3.28154 1.24261 0.39355  -0.205
O10 -2.45290 0.94044 -0.71845  -0.352
C18 -3.11570 0.38284 -1.85042  -0.103
H5 -2.31426 -1.71211 5.75977  0.084
H6 -0.77889 -2.64423 5.59044  0.086
H7 -2.20699 -3.20146 4.79142  0.087
H8 -0.03900 -0.28611 4.81552  0.124
H9 -1.65354 0.28288 4.90985  0.116
H10 0.36975 0.22956 2.68045  0.095
H11 -0.36521 1.61912 3.17206  0.135
H12 -2.02025 -0.52009 2.08640  0.108
H13 -1.90267 2.27485 1.44898  0.120
H14 -3.07318 1.44521 2.57110  0.130
H15 -3.87084 2.14394 0.21071  0.128
H16 -3.93775 0.37271 0.55101  0.127
H17 -2.32458 0.16465 -2.56780  0.068
H18 -3.74245 1.14503 -2.32858  0.091
H19 -3.72657 -0.50410 -1.68383  0.099
C19 -0.47954 2.84166 -2.40507  -0.106
O11 0.24951 1.65780 -2.24268  -0.349
C20 1.40846 1.61695 -3.09737  -0.159
C21 2.19155 0.30293 -2.91275  -0.206
N2 2.24559 -0.13143 -1.51500  -0.135
C22 2.91566 -1.43941 -1.37074  -0.148
C23 2.67393 -1.88058 0.09983  -0.182
O12 1.28880 -1.85433 0.42862  -0.352
C24 0.92176 -2.28146 1.74625  -0.070
H20 0.05928 3.68916 -1.96502  0.100
H21 -1.48831 2.90102 -2.00072  0.084
H22 -0.62435 3.11591 -3.45908  0.089
H23 2.05057 2.42864 -2.74184  0.132
H24 1.13682 1.76141 -4.14327  0.125
H25 3.19787 0.45366 -3.32982  0.121
H26 1.76033 -0.46146 -3.56362  0.101
H27 2.64806 0.65054 -0.96939  0.086
H28 3.98325 -1.34698 -1.58207  0.122
H29 2.41021 -2.11212 -2.06460  0.124
H30 3.24908 -1.22947 0.75992  0.129
H31 2.99532 -2.92488 0.18326  0.121
H32 -0.15984 -2.20665 1.79572  0.076
H33 1.41256 -1.75465 2.56440  0.093
H34 1.21998 -3.33443 1.72994  0.096

Summary:
Calculated total energy   -58235.2580 eV
Charge   -2
ΔE to the lowest compared entry with this formula, charge and spin   123.6 kJ/mol

---

# 4
C33H72O33S3 | wB97M-V/def2-TZVPD

Last column: Löwdin charge in e.
Geometry (Å):
C1 -3.07674 -6.11221 23.08444  -0.027
O1 -1.78909 -6.23025 22.49070  -0.026
C2 -0.67164 -6.23468 23.22162  -0.639
O2 -0.65866 -6.16779 24.42851  0.138
O3 0.31405 -6.36346 22.39498  0.032
C3 1.64531 -6.23345 22.93367  -0.005
H1 -3.72698 -6.03638 22.20616  0.093
H2 -3.16706 -5.11560 23.63088  0.111
H3 -3.25851 -6.99295 23.68761  0.094
H4 2.40789 -6.22426 22.22272  0.068
H5 1.89080 -7.00685 23.65922  0.097
H6 1.80240 -5.26169 23.46553  0.094
C4 1.36223 -6.99324 31.84451  -0.001
O4 2.34669 -7.07357 30.78850  -0.090
C5 3.50869 -7.58898 31.17754  -0.656
O5 3.78634 -7.82273 32.34255  0.104
O6 4.19340 -7.80849 30.05007  -0.010
C6 5.60242 -8.18861 30.25216  0.008
H7 0.51534 -7.36218 31.37884  0.062
H8 1.24411 -5.92662 32.17259  0.120
H9 1.71246 -7.61252 32.66152  0.094
H10 5.73396 -9.24473 30.30058  0.084
H11 5.90912 -7.71893 31.17392  0.089
H12 6.18704 -7.80099 29.41831  0.091
C7 2.47780 1.02029 25.64282  0.022
O7 2.59381 1.68050 26.95794  0.008
C8 2.25546 0.90472 27.99970  -0.644
O8 1.97593 -0.27019 28.00793  0.111
O9 2.31786 1.70266 29.04063  0.017
C9 2.09219 1.12230 30.33128  -0.009
H13 1.46839 0.68196 25.44853  0.073
H14 3.15216 0.16707 25.66861  0.085
H15 2.83719 1.69704 24.95828  0.069
H16 1.19762 0.54439 30.33635  0.088
H17 2.05332 1.92132 31.00225  0.076
H18 2.89924 0.44497 30.66121  0.103
C10 6.78923 -3.42642 19.25256  -0.074
O10 5.85283 -3.91915 20.11285  0.033
C11 5.51944 -3.10957 21.06907  -0.645
O11 5.80302 -1.97217 21.21106  0.140
O12 4.62975 -3.77187 21.84829  0.006
C12 4.22186 -2.92374 22.92529  -0.035
H19 6.33992 -2.65258 18.56079  0.125
H20 7.14531 -4.32675 18.71299  0.114
H21 7.57365 -2.95422 19.74740  0.073
H22 3.43565 -2.21716 22.58403  0.090
H23 5.01476 -2.27056 23.31202  0.082
H24 3.83760 -3.64020 23.69715  0.104
C13 -2.49084 -4.49704 26.79102  -0.021
O13 -2.09387 -4.00907 25.52292  -0.019
C14 -1.61817 -2.82592 25.25469  -0.668
O14 -1.41548 -2.52268 24.09790  0.099
O15 -1.40912 -2.11630 26.31516  0.027
C15 -0.86658 -0.75426 25.95400  0.036
H25 -1.80292 -4.21502 27.57528  0.077
H26 -2.43162 -5.56808 26.79742  0.086
H27 -3.55635 -4.17273 26.96472  0.119
H28 -0.48549 -0.31555 26.86452  0.082
H29 -1.64123 -0.16120 25.49721  0.101
H30 -0.05514 -0.91455 25.22931  0.046
C16 1.79381 -10.38499 30.15155  0.034
O16 1.63521 -10.71480 28.71912  -0.029
C17 2.66872 -11.17825 28.04640  -0.664
O17 3.73708 -11.40343 28.54443  0.114
O18 2.38734 -11.58423 26.83737  0.015
C18 1.08570 -11.31068 26.27538  -0.016
H31 2.91768 -10.55210 30.28605  0.113
H32 1.27701 -11.13526 30.73634  0.089
H33 1.42883 -9.36125 30.41203  0.084
H34 1.07726 -11.98819 25.42748  0.091
H35 1.04706 -10.20081 26.05273  0.120
H36 0.32027 -11.76103 26.87886  0.085
C19 0.93272 -7.34393 27.97284  0.020
O19 0.59793 -5.92381 27.77118  0.005
C20 1.25888 -5.28901 26.85269  -0.764
O20 2.14971 -5.77197 26.23424  0.114
O21 0.80979 -4.08395 26.81318  0.012
C21 1.68991 -3.07785 26.02257  0.072
H37 1.74343 -7.59458 27.33150  0.074
H38 0.11532 -8.09015 27.82025  0.107
H39 1.26092 -7.38567 29.03722  0.075
H40 1.39351 -3.07909 24.93981  0.096
H41 2.76985 -3.35234 26.07869  0.076
H42 1.50140 -2.15511 26.54105  0.059
C22 -4.36069 -4.33952 31.75762  -0.045
O22 -3.41626 -3.38183 31.27267  0.001
C23 -2.19761 -3.89520 31.03404  -0.635
O23 -1.91930 -5.01954 31.24216  0.137
O24 -1.38805 -2.93838 30.57384  0.030
C24 -0.08151 -3.45049 30.31486  -0.046
H43 -4.44136 -5.10676 31.00663  0.088
H44 -5.33840 -3.89267 31.76501  0.085
H45 -4.10211 -4.73285 32.75963  0.110
H46 0.63378 -3.10956 31.03437  0.078
H47 0.19372 -3.00130 29.32053  0.110
H48 -0.01042 -4.52291 30.12446  0.080
O25 4.09762 -4.89461 31.56696  -0.250
S1 3.96411 -3.75968 30.69110  0.586
O26 3.14989 -2.63330 31.07037  -0.281
O27 5.42129 -3.18257 30.35170  -0.266
C25 6.27108 -4.05730 29.47697  -0.235
C26 7.68421 -3.57210 29.51946  -0.067
C27 3.23441 -4.29527 29.24079  -0.126
H49 5.76046 -4.06404 28.50583  0.102
H50 6.21979 -5.09573 29.88454  0.120
H51 8.28728 -4.37492 29.00014  0.117
H52 7.95452 -3.66608 30.57319  0.085
H53 7.86579 -2.53577 29.29430  0.056
H54 3.55339 -5.22085 28.74883  0.100
H55 3.26385 -3.48209 28.48872  0.086
H56 2.19919 -4.27717 29.51238  0.042
O28 -0.95966 -0.08127 22.24577  -0.292
S2 0.41269 -0.61673 22.13755  0.593
O29 1.10470 -0.95338 23.35703  -0.312
O30 0.38919 -1.79731 21.09402  -0.262
C28 -0.51147 -2.91598 21.35924  -0.234
C29 -0.48715 -3.75008 20.09560  -0.044
C30 1.46648 0.45063 21.21298  -0.117
H57 -1.48206 -2.52567 21.64353  0.111
H58 -0.16182 -3.50838 22.21443  0.107
H59 -0.88580 -3.20179 19.27331  0.070
H60 -1.25235 -4.43876 20.31750  0.060
H61 0.50570 -4.13022 19.83530  0.095
H62 0.99671 0.59203 20.23262  0.080
H63 2.44325 -0.01888 21.22786  0.063
H64 1.47510 1.42474 21.75820  0.090
O31 5.00600 -2.34695 26.58691  -0.284
S3 6.03961 -1.37114 26.80109  0.624
O32 7.45536 -1.69564 26.87537  -0.285
O33 5.75389 -0.36550 25.51847  -0.238
C31 6.84744 0.33424 24.96471  -0.344
C32 7.65929 -0.27930 23.93417  -0.068
C33 5.70464 -0.45776 28.25048  -0.085
H65 7.46492 0.68011 25.76089  0.104
H66 6.49836 1.29496 24.56860  0.133
H67 8.03030 -1.26091 24.31097  0.099
H68 8.46762 0.42913 23.83419  0.095
H69 7.02472 -0.47998 23.09379  0.066
H70 6.39477 0.36391 28.20404  0.073
H71 6.02249 -1.09547 29.11317  0.082
H72 4.63835 -0.20462 28.17373  0.069

Summary:
Calculated total energy   -135457.9492 eV
SMILES string   CCOS(C)(=O)=O.CCOS(C)(=O)=O.CCOS(C)(=O)=O.COC(=O)OC.COC(=O)OC.COC(=O)OC.COC(=O)OC.COC(=O)OC.COC(=O)OC.COC(=O)OC.COC(=O)OC
Charge   0

---

# 5
CH5IN2S | wB97M-V/def2-TZVPD

Last column: natural (NBO) charge in e.
Geometry (Å):
C1 -0.11869 -1.06299 0.20570  -0.055
N1 -0.97323 0.54183 0.76781  -0.852
N2 0.87235 -0.79102 -0.70527  -0.767
S1 -0.45465 1.87005 -0.18169  0.124
I1 2.63729 -0.08242 0.07175  0.301
H1 0.42021 -1.30237 1.03971  0.190
H2 -1.09339 -1.45739 -0.07566  0.232
H3 -0.56764 0.77997 1.59453  0.333
H4 0.66137 -0.23676 -1.56404  0.401
H5 -1.38361 1.74109 -1.15285  0.094

Summary:
Calculated total energy   -23031.2036 eV
Charge   0
ΔE to the lowest compared entry with this formula, charge and spin   170.5 kJ/mol

---

# 6
H16O8 | wB97M-V/def2-TZVPD

Last column: natural (NBO) charge in e.
Geometry (Å):
O1 -0.89474 -0.94408 -3.08184  -0.952
H1 -0.83913 -1.72628 -3.63075  0.484
H2 -0.12599 -0.99440 -2.51376  0.477
O2 -0.23228 2.57696 3.60105  -0.948
H3 0.50865 2.64356 2.99871  0.477
H4 -1.00434 2.60666 3.03600  0.467
O3 1.90463 2.76448 1.36332  -0.961
H5 2.77916 2.57680 1.70422  0.481
H6 2.03066 3.51035 0.77678  0.486
O4 -0.01073 -3.18792 0.95075  -0.969
H7 -0.73037 -3.14150 0.32131  0.488
H8 0.64297 -2.57541 0.61350  0.463
O5 -2.32381 -1.81766 -0.65523  -0.975
H9 -2.19171 -1.42154 -1.51655  0.487
H10 -2.00889 -1.15826 -0.03697  0.485
O6 1.97222 -1.26738 0.14545  -0.959
H11 2.29666 -1.05073 1.01954  0.495
H12 2.51325 -2.00544 -0.13524  0.492
O7 -2.18094 1.10350 -1.54544  -0.968
H13 -1.88732 0.71463 -2.36934  0.475
H14 -1.37279 1.33950 -1.09000  0.482
O8 0.00449 0.44285 -0.06297  -0.981
H15 0.42112 1.11102 0.48127  0.484
H16 0.72924 -0.09969 -0.37379  0.489

Summary:
Calculated total energy   -16639.9631 eV
SMILES string   O.O.O.O.O.O.O.O
Charge   0
ΔE to the lowest compared entry with this formula, charge and spin   197.5 kJ/mol